52
Properties=species:S:1:pos:R:3:forces:R:3 method="wB97M-V/def2-TZVPD" e_above_lowest_kj_mol=6.2 orbital_gap_ha=0.4034 lumo_ev=0.7 smiles="CCCCCCCCCCCCCCCC(=O)C(F)(F)F" spin_multiplicity=1
C -7.491 -1.454 1.535 -0.209 0.121 -0.103
H -7.100 -2.436 1.276 0.091 -0.114 0.021
C -8.272 -0.866 0.367 0.117 -0.189 -0.107
C -7.477 -0.795 -0.938 -0.166 0.300 0.108
C -6.268 0.149 -0.889 0.031 -0.395 -0.086
C -4.943 -0.573 -0.651 -0.008 0.522 -0.030
C -3.770 0.402 -0.577 0.043 -0.522 0.048
C -2.440 -0.316 -0.359 -0.048 0.523 -0.047
C -1.264 0.655 -0.298 0.046 -0.526 0.049
C 0.065 -0.065 -0.084 -0.048 0.528 -0.049
C 1.243 0.905 -0.037 0.047 -0.526 0.055
C 2.571 0.183 0.173 -0.047 0.524 -0.052
C 3.750 1.153 0.207 0.057 -0.518 0.063
C 5.078 0.429 0.423 -0.044 0.459 -0.082
C 6.253 1.405 0.451 0.076 -0.364 0.062
C 7.583 0.693 0.690 -0.483 0.493 -0.029
C 8.044 -0.089 -0.497 0.570 -0.346 0.349
O 7.585 -0.091 -1.600 -0.041 0.028 -0.042
C 9.294 -0.969 -0.169 0.292 -0.290 -0.264
F 9.764 -1.618 -1.230 -0.150 0.088 -0.083
F 10.296 -0.221 0.325 -0.064 0.230 -0.013
F 9.002 -1.885 0.770 -0.242 -0.007 0.044
H 7.518 0.020 1.550 0.095 0.012 -0.013
H 8.374 1.418 0.916 0.048 -0.108 0.030
H 6.301 1.939 -0.499 -0.009 0.086 0.015
H 6.097 2.137 1.245 0.008 0.060 -0.021
H 5.039 -0.121 1.366 0.016 -0.081 0.039
H 5.226 -0.293 -0.381 0.002 -0.094 0.006
H 3.790 1.704 -0.734 -0.003 0.102 -0.033
H 3.598 1.878 1.010 -0.008 0.102 0.004
H 2.534 -0.375 1.112 0.009 -0.098 0.026
H 2.722 -0.538 -0.633 0.012 -0.104 -0.007
H 1.088 1.621 0.774 -0.009 0.101 0.005
H 1.283 1.469 -0.972 -0.007 0.099 -0.027
H 0.023 -0.629 0.851 0.008 -0.098 0.024
H 0.220 -0.781 -0.894 0.011 -0.102 -0.006
H -1.425 1.366 0.516 -0.010 0.100 0.005
H -1.220 1.226 -1.229 -0.007 0.098 -0.025
H -2.486 -0.886 0.572 0.006 -0.098 0.021
H -2.277 -1.027 -1.172 0.011 -0.101 -0.006
H -3.937 1.108 0.240 -0.014 0.098 0.005
H -3.720 0.979 -1.504 -0.011 0.097 -0.023
H -4.770 -1.279 -1.468 -0.008 -0.097 0.004
H -4.990 -1.147 0.275 -0.001 -0.122 0.033
H -6.193 0.689 -1.836 0.020 0.086 0.028
H -6.421 0.895 -0.106 -0.005 0.120 0.031
H -8.161 -0.460 -1.722 0.010 -0.084 -0.050
H -7.142 -1.799 -1.208 -0.015 -0.078 -0.080
H -9.161 -1.478 0.194 -0.060 0.068 0.029
H -8.614 0.138 0.632 -0.082 0.020 -0.028
H -8.138 -1.563 2.403 0.021 -0.028 0.121
H -6.661 -0.810 1.812 0.151 0.026 0.081

---

61
Properties=species:S:1:pos:R:3:forces:R:3 method="wB97M-V/def2-TZVPD" s_squared=0.757 e_above_lowest_kj_mol=8.7 orbital_gap_ha="0.2822 / 0.1980" lumo_ev="-11.4 / -13.7" charge=+3 spin_multiplicity=2
Rh 0.033 -0.606 -0.867 0.313 -0.397 -0.213
S 2.314 -0.076 -1.326 -0.259 0.199 0.259
C 2.314 1.099 -2.640 -0.100 -0.182 -0.126
N 2.839 2.271 -2.579 0.059 0.070 -0.034
C 2.837 3.053 -3.837 0.000 0.005 0.056
C 2.380 2.107 -4.959 0.006 -0.035 -0.031
S 1.772 0.566 -4.159 -0.035 0.019 -0.006
H 3.110 2.712 -1.705 -0.001 0.001 0.028
H 3.845 3.425 -4.011 -0.008 0.010 -0.002
H 2.158 3.893 -3.706 -0.026 0.014 0.015
H 3.184 1.826 -5.637 -0.030 -0.001 0.035
H 1.546 2.516 -5.527 0.026 -0.011 0.000
C -4.667 -1.127 -1.636 -0.014 0.029 -0.030
C -4.118 -1.964 -0.672 -0.010 -0.020 -0.017
C -2.771 -1.890 -0.405 0.224 -0.158 -0.065
N -1.961 -1.022 -1.044 -0.143 0.304 0.013
C -2.495 -0.222 -1.995 0.037 -0.059 0.058
C -3.833 -0.255 -2.319 -0.041 -0.043 0.017
H -5.726 -1.162 -1.856 -0.001 -0.004 -0.001
H -4.726 -2.679 -0.135 -0.001 -0.002 0.006
H -2.317 -2.567 0.304 -0.068 0.099 -0.037
H -1.833 0.469 -2.500 0.017 0.050 0.024
H -4.206 0.409 -3.086 -0.007 0.003 -0.001
C -0.970 -0.720 3.854 0.011 -0.038 -0.032
C -1.257 -0.593 2.343 -0.066 -0.062 0.017
C -1.908 0.751 2.012 -0.004 -0.024 -0.020
P 0.249 -1.007 1.392 0.146 0.120 0.163
C 1.802 -0.225 1.961 -0.023 0.054 0.103
C 1.620 1.298 2.035 0.002 -0.032 0.035
C 2.366 -0.807 3.275 -0.011 0.011 -0.052
C 0.365 -2.805 1.088 -0.091 -0.058 -0.026
C 0.885 -2.932 -0.348 -0.003 0.218 -0.005
C 1.154 -3.681 2.063 0.055 0.003 -0.006
H -1.927 -0.610 4.365 -0.015 -0.007 -0.010
H -0.318 0.074 4.208 -0.001 0.025 0.015
H -0.560 -1.689 4.141 0.023 0.002 -0.005
H -1.938 -1.407 2.074 0.028 0.081 -0.053
H -1.318 1.588 2.377 0.034 0.025 -0.002
H -2.872 0.778 2.519 0.002 0.025 0.020
H -2.083 0.895 0.948 -0.029 -0.026 0.007
H 2.526 -0.472 1.179 0.037 -0.025 -0.056
H 1.023 1.578 2.902 -0.014 -0.009 0.017
H 1.152 1.727 1.151 0.006 0.025 -0.045
H 2.601 1.758 2.163 -0.010 -0.009 -0.006
H 1.639 -0.838 4.079 -0.027 0.018 0.039
H 3.172 -0.145 3.596 0.002 0.005 -0.034
H 2.791 -1.797 3.142 -0.013 -0.034 0.007
H -0.676 -3.137 1.098 0.045 0.014 0.074
H 1.946 -2.711 -0.447 0.025 -0.091 0.021
H 0.310 -2.353 -1.169 -0.142 -0.152 -0.156
H 0.692 -3.925 -0.763 0.017 -0.027 -0.004
H 2.228 -3.580 1.913 0.010 0.022 0.018
H 0.888 -4.724 1.891 0.019 -0.005 -0.019
H 0.922 -3.450 3.101 -0.022 -0.026 0.000
F -0.452 1.281 -0.779 -0.011 0.147 0.169
Sb -0.654 3.410 -1.137 -0.019 0.133 0.009
F -2.380 2.877 -1.571 -0.042 -0.060 -0.034
F -1.066 3.445 0.672 -0.007 -0.053 0.035
F -0.735 5.195 -1.544 0.012 0.029 -0.023
F 1.175 3.361 -0.654 0.122 -0.081 -0.005
F -0.071 2.817 -2.834 0.016 -0.029 -0.103

---

74
Properties=species:S:1:pos:R:3:forces:R:3 method="wB97M-V/def2-TZVPD" orbital_gap_ha=0.2444 lumo_ev=-2.6 spin_multiplicity=1
C -2.507 3.430 2.043 0.485 -1.151 -0.381
C -1.720 2.521 1.257 -1.271 1.627 -0.066
N -1.005 1.337 1.737 2.783 1.668 -1.552
C 0.297 1.010 1.149 -2.094 -1.652 -0.407
N 1.433 1.701 1.203 -1.304 -1.571 -0.263
C 2.648 1.137 0.557 1.988 0.182 -0.861
P 1.352 3.240 2.125 -1.026 1.663 1.225
C 1.384 2.658 3.953 1.230 -0.653 -0.188
C 2.919 4.264 1.907 0.539 -0.325 -0.552
C 3.140 4.773 0.390 0.378 -0.061 0.677
N 0.129 -0.332 0.518 0.210 0.468 1.072
C -0.586 -0.135 -0.768 0.133 1.428 -1.928
O -1.005 -1.346 -1.421 -0.137 0.663 2.911
O -0.919 -1.159 -2.773 0.386 0.076 -2.193
C -0.640 -1.000 1.624 0.612 -0.376 0.629
C -0.960 -2.545 1.539 1.156 -0.883 -0.119
C 0.430 -3.312 1.911 -1.150 0.351 0.270
O 0.442 -4.587 1.241 1.591 1.337 -0.557
Si 1.581 -4.669 -0.060 0.022 -1.368 -0.791
C 3.332 -4.026 0.355 0.606 0.641 0.358
C 1.780 -6.536 -0.539 0.298 -0.108 -0.364
C 0.980 -3.788 -1.646 -0.650 0.009 0.022
C -1.728 0.096 2.062 2.496 0.044 1.073
I -1.490 0.043 4.285 -0.778 -0.145 -0.039
S -3.539 -0.125 1.904 -3.989 -0.590 7.421
O -3.886 -1.466 2.521 1.721 2.726 -3.365
O -4.200 0.891 2.819 2.122 -1.322 -3.640
C -4.326 0.091 0.248 -2.775 1.420 -2.774
F -3.906 1.204 -0.496 -0.195 -1.976 2.034
F -5.701 0.338 0.510 3.216 -0.564 0.079
C -4.307 -1.170 -0.745 -1.490 -1.525 -2.477
F -5.635 -1.580 -0.999 2.925 0.867 0.797
F -3.644 -2.289 -0.282 -0.876 2.641 -0.986
F -3.836 -0.731 -2.001 -0.513 -1.321 3.085
H -2.110 4.211 2.760 -0.425 -2.226 0.458
H -3.644 3.322 1.945 1.636 1.488 -1.127
H -1.613 2.778 0.143 -1.158 -1.514 1.284
H 3.378 0.724 1.335 -1.264 0.529 -0.854
H 2.450 0.342 -0.224 -0.219 0.967 1.164
H 3.211 1.978 0.015 -1.046 -1.134 0.853
H 2.180 3.286 4.480 -1.215 -0.747 -0.560
H 0.371 2.739 4.451 1.259 -0.002 -0.767
H 1.750 1.570 3.994 -0.609 1.494 0.064
H 2.770 5.216 2.533 -0.042 -1.749 -0.492
H 3.802 3.657 2.294 -0.852 1.144 -0.479
H 2.174 4.859 -0.205 1.266 -0.352 0.772
H 3.901 4.074 -0.097 -1.204 1.192 0.332
H 3.571 5.825 0.467 -0.384 -1.474 -0.312
H -1.500 0.541 -0.661 0.780 -0.719 0.151
H 0.115 0.403 -1.507 -0.892 -0.715 1.179
H -1.486 -0.402 -3.069 0.098 -0.280 0.484
H 0.120 -0.953 2.487 -1.197 -0.011 -1.204
H -1.716 -2.917 2.297 0.664 1.010 -0.969
H -1.248 -2.945 0.520 0.197 0.926 1.107
H 1.310 -2.633 1.664 -0.934 -0.905 0.072
H 0.448 -3.503 3.031 0.030 0.268 -1.259
H 3.868 -3.885 -0.649 -0.677 -0.236 1.433
H 3.335 -3.008 0.891 0.075 -1.424 -0.818
H 3.926 -4.755 1.000 -0.749 0.934 -0.868
H 2.401 -7.105 0.225 -0.972 0.542 -0.845
H 0.778 -7.034 -0.726 1.204 0.475 0.413
H 2.356 -6.599 -1.533 -0.793 0.210 1.410
H -0.157 -3.912 -1.697 1.510 0.458 -0.044
H 1.394 -4.287 -2.587 -0.335 0.767 1.350
H 1.259 -2.689 -1.605 -0.534 -1.258 -0.362
N 0.415 2.204 -5.581 -0.321 -0.358 1.175
S -0.533 3.102 -6.467 -1.824 2.352 -3.517
O -0.724 4.468 -6.041 0.355 -1.274 0.563
O -1.667 2.459 -7.084 0.853 -0.156 1.167
F 0.421 3.311 -7.730 0.433 -0.526 0.664
S -0.236 1.848 -4.203 -0.014 -0.519 1.737
O 0.702 1.293 -3.247 0.055 0.345 -1.164
O -1.538 1.211 -4.204 0.658 0.271 -0.280
F -0.543 3.266 -3.544 -0.064 -0.011 -0.060